ORCA calculation (ωB97M-V/def2-TZVPD) on C24H48F2HfO24 as an isolated structure at a distorted geometry.

Output
Charge: +2
Energy above the lowest of the compared OMol25 structures with the same formula, charge and spin (kJ/mol): 9.8
Max |F| (eV Å⁻¹): 5.08
Gap between HOMO and LUMO (eV): 9.52
LUMO (eV): -5.6
Electronic energy (Eh): -2996.35911

```
99
Properties=species:S:1:pos:R:3:forces:R:3
Hf 0.398070 0.295189 -0.037956 0.96 0.51 -0.54
F 1.024010 0.109669 -2.332186 -0.72 0.10 3.23
F 1.401500 0.812529 1.996014 -1.83 -0.81 -3.11
C 2.063520 4.208949 -2.256826 3.29 -1.43 0.53
O 0.735200 4.448109 -2.017316 -1.14 0.73 -0.29
C -0.044250 3.555189 -1.478276 -1.83 0.32 0.13
O 0.238300 2.415659 -1.134566 0.54 0.81 0.19
O -1.297160 4.042009 -1.353436 0.02 -1.02 0.29
C -1.870440 5.252009 -1.925216 0.73 0.43 -0.56
H 2.584710 3.843469 -1.372006 -0.34 0.66 0.60
H 2.602480 5.097229 -2.586316 -0.63 0.02 -0.17
H 2.312010 3.341869 -2.868816 -0.80 0.21 -0.90
H -1.493000 5.475109 -2.923146 0.17 -0.43 -0.06
H -1.655460 6.155819 -1.355106 0.12 -0.36 0.47
H -2.950340 5.126679 -2.004056 0.21 -0.40 0.30
C -4.541880 -0.737341 3.581624 0.32 0.66 0.43
O -3.429220 -0.264541 2.722704 0.34 -0.78 -0.51
C -2.833830 -1.013071 1.744914 -1.70 -1.31 0.43
O -1.863080 -0.656341 1.124544 -0.50 -0.24 0.49
O -3.521480 -2.201411 1.585084 0.46 1.04 0.17
C -3.123080 -3.216141 0.627724 0.91 0.55 0.03
H -5.513050 -0.356591 3.265444 0.13 -0.62 -0.98
H -4.474710 -0.188911 4.521204 0.85 0.04 0.02
H -4.502180 -1.796501 3.836014 -0.04 0.12 -0.61
H -2.228160 -3.724141 0.987104 0.05 0.03 0.13
H -2.865440 -2.761801 -0.328986 -0.28 0.08 0.04
H -3.911080 -3.962151 0.524624 -0.19 0.48 0.21
C -2.165200 -2.809071 -3.867296 0.93 -1.00 -0.17
O -1.798980 -2.158821 -2.648696 -1.63 0.98 -0.23
C -0.762060 -2.492581 -1.955566 1.33 0.50 0.04
O -0.494730 -1.796971 -0.979946 1.10 -0.21 0.45
O -0.094420 -3.546041 -2.424396 0.56 0.48 0.89
C 1.206920 -3.900761 -1.814256 0.02 0.72 0.43
H -3.121020 -2.471741 -4.268196 0.08 0.25 0.65
H -2.183520 -3.869171 -3.614426 -0.20 -0.07 -0.66
H -1.377710 -2.586091 -4.587186 -0.11 -0.27 -0.15
H 1.078030 -4.489201 -0.905836 -0.37 -0.48 -0.50
H 1.765160 -3.045891 -1.432596 -0.47 0.52 -0.47
H 1.823270 -4.349381 -2.593326 -0.52 -0.28 0.11
C -1.874510 1.547879 -4.115256 0.53 -0.78 0.03
O -2.943040 1.195979 -3.153796 -0.24 0.57 -0.15
C -2.786310 0.805889 -1.914226 2.86 -2.54 1.96
O -1.653180 0.682019 -1.322126 -3.53 0.70 -1.67
O -3.904960 0.281689 -1.298506 1.49 0.28 -1.27
C -5.193320 0.190419 -1.987766 -0.39 1.27 0.10
H -2.232470 1.229279 -5.094256 -0.41 0.15 0.26
H -0.950080 0.993279 -3.954206 -0.13 -0.16 0.67
H -1.605620 2.602869 -4.168206 -0.62 0.07 0.54
H -5.232900 -0.170711 -3.015446 0.91 0.20 -0.02
H -5.575220 1.209149 -1.921236 -0.33 -0.12 -0.44
H -5.906270 -0.446971 -1.464756 0.71 -0.09 0.66
C 5.192250 -2.932671 -0.995736 0.26 -1.33 0.51
O 4.039960 -2.152981 -0.917806 -3.21 2.59 0.97
C 3.513090 -1.560431 0.188054 0.49 -0.28 0.60
O 2.399850 -0.993951 0.174404 2.33 -1.06 -0.40
O 4.342590 -1.708181 1.273724 -1.25 0.24 -1.78
C 4.146310 -0.867671 2.450904 -0.77 0.08 -0.30
H 5.007610 -3.780821 -0.336446 0.75 -0.02 0.28
H 6.097200 -2.368031 -0.771366 -0.06 -0.22 -0.02
H 5.156770 -3.350991 -2.001646 0.40 0.36 -0.04
H 4.904400 -1.134101 3.187404 0.15 0.04 -0.48
H 3.167080 -1.050201 2.893504 -0.06 0.05 -0.21
H 4.186950 0.166759 2.109734 0.11 -0.01 0.38
C -1.221590 1.906089 3.987304 -0.06 -0.22 0.24
O -2.224020 2.467689 3.105384 0.82 -0.52 -1.99
C -2.030640 2.411119 1.752374 1.16 -1.85 0.73
O -1.035090 1.861119 1.167394 -2.69 1.74 1.65
O -3.072460 2.915449 1.120914 1.21 -1.38 -0.82
C -4.103850 3.681249 1.743874 0.39 1.14 0.87
H -0.370880 2.586939 3.958414 0.04 -0.39 0.38
H -0.945920 0.866259 3.811604 0.17 0.21 -1.13
H -1.707030 1.782649 4.955404 0.00 0.95 0.07
H -4.281310 3.489019 2.802014 0.19 -0.56 -0.20
H -5.040270 3.577989 1.195654 0.44 -0.04 -0.23
H -3.669070 4.680089 1.706734 -0.77 0.36 -0.10
C -0.102980 -2.488281 4.362894 -2.28 0.87 2.25
O 0.651360 -3.191211 3.470614 1.36 -1.61 -0.29
C 0.811750 -2.938561 2.225384 -0.65 2.03 -4.41
O 0.467490 -1.880741 1.581824 1.22 -4.01 2.88
O 1.374430 -4.023821 1.549584 -0.24 2.60 0.94
C 1.306650 -5.375041 2.033084 -0.96 -0.70 -0.82
H 0.428860 -1.751181 4.964494 0.27 0.22 -0.63
H -0.477700 -3.201481 5.097084 0.33 -0.31 0.01
H -1.041010 -2.108001 3.958424 0.36 0.50 -0.53
H 1.426650 -5.919961 1.096724 0.00 -0.23 0.13
H 0.296050 -5.579721 2.386504 0.10 0.01 0.21
H 2.037890 -5.796391 2.722904 0.25 1.01 0.24
C 4.318410 1.354879 -2.564046 -0.35 -3.06 -2.73
O 4.543470 2.180589 -1.520386 -0.99 1.50 4.45
C 3.764250 2.029019 -0.373576 0.39 0.89 0.26
O 2.620130 1.562569 -0.335336 2.95 0.81 -0.09
O 4.423130 2.559999 0.748644 -2.51 -1.90 -2.09
C 5.440440 3.532309 0.637084 0.82 1.18 0.10
H 4.641850 0.336779 -2.347306 0.41 -0.16 0.33
H 4.930240 1.655959 -3.414416 -0.21 0.39 0.13
H 3.293010 1.143559 -2.867346 -0.42 0.85 0.15
H 6.400170 3.189339 0.250584 -0.30 -0.37 -0.26
H 5.629300 3.899689 1.645784 -0.18 -0.32 0.09
H 5.104440 4.411729 0.087694 -0.06 -0.20 -0.31
```
Positions in Å, forces in eV/Å.

Here are the Mulliken charges for atoms 1 to 2, given in e: Hf 3.475; F -0.867